## a
Computed, not measured: an isolated molecule of C3H9OP, with ωB97M-V/def2-TZVPD.

The calculation puts the lowest unoccupied orbital energy (alpha / beta) at 1.25 / -2.27 eV. As for the spin multiplicity: 3. Its total charge is 0. Its expectation value of S² is 2.00. The orbital gap (alpha / beta) comes out at 0.2178 / 0.2978 hartree.

Cartesian coordinates (Å):
H  -0.391  -0.651  -1.644
H  -1.038  -1.763  -0.524
C  -0.674  0.259  0.160
H  0.430  0.186  2.261
O  1.985  -0.957  1.084
H  2.342  -1.721  0.563
P  0.322  -0.828  1.396
H  1.298  1.026  -0.434
H  -2.100  -0.632  -1.261
H  -1.624  0.591  0.681
H  0.309  2.214  0.289
C  0.280  1.377  -0.350
C  -1.102  -0.753  -0.886
H  -0.036  1.651  -1.335

How is the electron density shared among the atoms? According to natural (NBO), the charges in e are: 0.205 0.202 -0.455 -0.121 -1.032 0.483 0.878 0.227 0.211 0.230 0.218 -0.632 -0.632 0.218

## b
Computed, not measured: a cluster of 2 separate species, C3H9OP in total, with ωB97M-V/def2-TZVPD.

The calculation puts the lowest unoccupied orbital energy (alpha / beta) at 0.79 / -0.45 eV. As for the spin multiplicity: 3. Its total charge is 0. Its expectation value of S² is 2.01. The orbital gap (alpha / beta) comes out at 0.2627 / 0.3282 hartree.

Cartesian coordinates (Å):
C  0.248  0.468  -0.318
H  -2.448  -1.340  -0.352
H  0.862  -1.648  -0.278
H  0.028  0.251  -1.403
H  0.000  1.689  1.054
C  0.915  -0.668  0.192
H  0.590  -0.775  1.187
H  2.702  1.130  0.517
H  -2.537  -0.348  1.113
O  0.255  1.789  0.159
H  -2.747  0.385  -0.546
H  2.796  -0.136  -1.466
P  2.881  -0.245  0.040
C  -2.438  -0.401  -0.019

How is the electron density shared among the atoms? According to natural (NBO), the charges in e are: 0.120 0.148 0.246 0.152 0.470 -0.686 0.212 -0.005 0.151 -0.682 0.155 -0.011 0.188 -0.458

Here is how they stack up, most stable first: a, b.

## a
Computed, not measured: a cluster of 2 separate species, C2H3ClN2O in total, with ωB97M-V/def2-TZVPD.

The calculation puts the lowest unoccupied orbital energy at 0.81 eV. As for the SMILES: c1ncon1.Cl. Its total charge is 0. The orbital gap comes out at 0.4441 hartree.

Cartesian coordinates (Å):
H  0.734  1.860  0.039
C  -0.409  -0.785  -1.093
C  0.195  1.060  -0.331
O  -1.483  -0.267  -0.493
Cl  -0.674  -1.419  2.206
H  -0.652  -0.205  2.657
H  -0.458  -1.824  -1.646
N  -1.049  0.974  0.028
N  0.657  -0.067  -1.061

How is the electron density shared among the atoms? According to natural (NBO), the charges in e are: 0.210 0.358 0.133 -0.294 -0.276 0.278 0.222 -0.140 -0.492

## b
Computed, not measured: a cluster of 2 separate species, C2H3ClN2O in total, with ωB97M-V/def2-TZVPD.

The calculation puts the lowest unoccupied orbital energy at -1.22 eV. Its total charge is 0. The orbital gap comes out at 0.2840 hartree.

Cartesian coordinates (Å):
N  0.526  -0.826  1.962
O  0.158  -1.816  -0.029
C  -0.003  -0.731  -0.568
H  -0.393  1.758  -0.248
H  1.075  1.146  1.843
Cl  1.044  -0.999  3.691
N  0.158  0.432  0.028
H  -0.660  -0.547  -1.512
C  0.613  0.314  1.362

How is the electron density shared among the atoms? According to natural (NBO), the charges in e are: -0.343 -0.505 0.498 0.456 0.184 0.042 -0.617 0.104 0.180

Here is how they stack up, most stable first: a, b.

## a
Computed, not measured: a cluster of 2 separate species, C3H9NO2 in total, with ωB97M-V/def2-TZVPD.

The calculation puts the lowest unoccupied orbital energy (alpha / beta) at -3.78 / -9.33 eV. As for the spin multiplicity: 2. Its total charge is +1. Its expectation value of S² is 0.75. The orbital gap (alpha / beta) comes out at 0.3827 / 0.1785 hartree.

Cartesian coordinates (Å):
H  0.274  -0.482  3.349
H  1.475  1.816  1.863
N  1.273  1.488  2.827
O  -1.021  -1.114  -0.657
H  -0.649  0.995  3.191
H  0.140  0.399  1.668
C  0.313  0.463  2.754
C  -0.360  -0.281  -1.615
O  0.203  0.654  -1.122
H  0.058  -2.088  -2.573
H  -0.642  -0.708  0.084
H  -0.282  -0.704  -3.755
C  -0.499  -1.113  -2.767
H  -1.574  -1.636  -2.822
H  2.103  1.257  3.202

How is the electron density shared among the atoms? According to natural (NBO), the charges in e are: 0.304 0.429 -0.264 -0.704 0.346 0.274 -0.498 0.802 -0.602 0.289 0.446 0.252 -0.762 0.288 0.399

## b
Computed, not measured: a cluster of 2 separate species, C3H9NO2 in total, with ωB97M-V/def2-TZVPD.

The calculation puts the lowest unoccupied orbital energy (alpha / beta) at -4.78 / -9.68 eV. As for the spin multiplicity: 2. Its total charge is +1. Its expectation value of S² is 0.76. The orbital gap (alpha / beta) comes out at 0.3228 / 0.1428 hartree.

Cartesian coordinates (Å):
C  -1.052  0.754  -0.952
O  -0.905  0.517  -2.152
H  2.745  -2.510  0.244
N  -1.260  -0.148  -0.033
H  -1.546  0.064  0.917
H  -2.134  2.603  -0.507
H  -0.616  2.207  0.519
H  1.627  -1.321  -0.408
C  1.827  -1.959  0.446
H  1.058  -2.721  0.601
H  1.568  -0.381  1.512
H  -0.551  2.922  -1.036
H  -1.676  -1.020  -0.344
C  -1.116  2.202  -0.453
O  2.031  -1.210  1.646

How is the electron density shared among the atoms? According to natural (NBO), the charges in e are: 0.638 -0.029 0.204 -0.697 0.451 0.299 0.274 0.146 -0.259 0.166 0.446 0.285 0.443 -0.666 -0.698

Here is how they stack up, most stable first: b, a.

## a
Computed, not measured: an isolated molecule of C21H25N5O3, with ωB97M-V/def2-TZVPD.

The calculation puts the lowest unoccupied orbital energy at 0.42 eV. As for the SMILES: CCOC(=O)[C@H](Cc1ccccc1)NC(=O)CCc1c(C)nc2ncnn2c1C. Its total charge is 0. The orbital gap comes out at 0.3441 hartree.

Cartesian coordinates (Å):
C  1.522  2.070  0.178
C  2.497  1.405  0.971
C  1.131  -2.809  -0.606
H  -6.783  -1.166  -0.511
H  0.072  -1.753  2.421
C  0.512  2.365  -2.163
H  -5.580  -2.222  0.245
N  -0.887  0.303  0.434
H  0.758  -3.017  -1.599
O  -3.222  -0.288  -2.006
H  0.659  1.875  -3.122
H  0.733  3.426  -2.270
C  -1.353  1.564  0.485
C  1.425  1.745  -1.162
C  0.749  -2.081  1.642
C  0.255  -2.347  0.369
H  -5.316  0.158  1.015
C  -0.618  2.453  1.471
C  0.600  3.095  0.779
H  -1.295  3.243  1.798
H  1.139  3.697  1.512
H  -1.809  -2.166  0.931
H  -5.066  0.652  -0.687
H  3.138  -3.376  -1.075
C  3.355  -0.587  -2.722
C  2.091  -2.263  1.930
O  -2.254  1.961  -0.228
N  2.375  0.288  -2.840
N  3.893  -0.695  -1.506
H  -0.531  2.266  -1.870
C  -4.966  -0.166  0.033
C  -5.723  -1.395  -0.447
C  -2.818  -0.405  -0.882
H  2.979  2.771  2.540
H  -1.544  -2.799  -0.706
H  -0.308  1.870  2.338
H  -5.366  -1.689  -1.431
N  2.263  0.789  -1.610
H  2.461  -2.045  2.921
H  0.235  3.761  -0.003
C  2.953  -2.728  0.953
H  3.999  -2.864  1.172
H  -0.773  -0.575  -1.469
C  2.693  1.728  2.418
H  1.786  1.555  2.993
C  -1.188  -2.085  0.038
C  2.468  -3.011  -0.313
C  -1.349  -0.666  -0.536
H  3.487  1.096  2.804
H  -0.107  0.013  1.008
C  3.206  0.172  -0.782
O  -3.574  -0.439  0.212
N  3.308  0.489  0.493
H  3.692  -1.169  -3.557

How is the electron density shared among the atoms? According to natural (NBO), the charges in e are: -0.139 0.281 -0.224 0.215 0.201 -0.693 0.206 -0.631 0.214 -0.596 0.264 0.237 0.694 0.304 -0.206 -0.054 0.188 -0.481 -0.410 0.240 0.225 0.228 0.204 0.223 0.182 -0.214 -0.631 -0.328 -0.498 0.264 -0.071 -0.636 0.829 0.225 0.229 0.206 0.227 -0.181 0.213 0.229 -0.202 0.223 0.215 -0.656 0.216 -0.411 -0.178 -0.135 0.247 0.419 0.489 -0.521 -0.443 0.200

## b
Computed, not measured: an isolated molecule of C21H25N5O3, with ωB97M-V/def2-TZVPD.

The calculation puts the lowest unoccupied orbital energy at 0.50 eV. As for the SMILES: COCCn1nnnc1[C@@H](c1ccc(OC)c(OC)c1)N1CCc2ccccc21. Its total charge is 0. The orbital gap comes out at 0.3031 hartree.

Cartesian coordinates (Å):
C  -3.160  1.537  -1.408
H  -1.543  -0.191  3.046
O  -1.058  -4.241  1.281
H  4.641  2.017  -1.983
H  5.105  0.271  1.894
H  -0.088  3.162  -0.703
C  -2.691  0.869  -0.100
H  -4.099  2.075  -1.221
H  -2.405  2.256  -1.740
H  -1.843  0.213  -0.301
C  4.476  0.737  1.150
C  -1.054  -0.779  2.283
C  2.340  1.532  0.466
H  1.769  2.116  -2.609
O  0.855  -3.116  -0.590
H  1.159  -0.506  -0.233
H  6.067  0.947  -0.262
C  1.840  -2.536  -1.411
H  0.660  -5.261  0.709
C  -0.412  -5.224  0.502
O  -3.294  0.625  -2.463
C  2.891  1.919  -0.763
C  5.020  1.117  -0.063
C  0.461  -0.967  0.446
H  -0.872  -6.166  0.801
C  -0.681  -2.934  1.235
C  3.131  0.934  1.434
H  -4.485  -0.738  -3.328
H  0.587  1.498  2.486
H  -5.335  0.360  -2.211
H  -0.064  1.479  -1.278
H  2.721  0.619  2.380
H  -1.991  -2.615  2.866
H  2.238  -3.358  -2.005
N  1.001  1.846  0.513
C  -1.158  2.099  1.543
H  1.415  -1.783  -2.083
C  1.815  2.545  -1.607
C  -1.304  -2.132  2.189
N  -3.170  2.823  1.221
H  -0.569  -5.064  -0.566
C  4.222  1.718  -1.033
N  -2.307  1.868  0.853
C  0.230  -2.333  0.347
C  -0.168  -0.180  1.399
H  2.647  -2.088  -0.824
H  -3.502  0.275  0.333
H  -4.314  -0.958  -1.572
C  -4.419  -0.220  -2.374
N  -1.352  3.161  2.291
C  0.535  2.268  -0.799
N  -2.589  3.571  2.060
H  1.992  3.618  -1.710
C  0.111  1.311  1.511

How is the electron density shared among the atoms? According to natural (NBO), the charges in e are: -0.065 0.220 -0.496 0.211 0.213 0.206 -0.259 0.184 0.191 0.239 -0.189 -0.247 0.257 0.221 -0.521 0.232 0.212 -0.254 0.181 -0.240 -0.529 -0.095 -0.259 -0.342 0.189 0.248 -0.298 0.198 0.248 0.170 0.177 0.215 0.229 0.202 -0.439 0.339 0.176 -0.417 -0.232 -0.075 0.185 -0.178 -0.194 0.300 0.026 0.187 0.219 0.165 -0.253 -0.293 -0.208 -0.060 0.221 -0.119

Here is how they stack up, most stable first: a, b.